This record from OMol25 describes one molecule with the formula C6H9N5. The level of theory is the ωB97M-V functional and the def2-TZVPD basis.

## Properties
Charge = 0
ΔE to the lowest compared entry with this formula, charge and spin = 33.1 kJ/mol
E = -13812.6732 eV
Orbital gap (alpha / beta) = 6.097 / 7.109 eV
Spin multiplicity = 3

Geometry (Å):
H1 -0.69712 -2.13559 0.32236
H2 3.84819 1.95160 -0.06743
N1 1.43543 1.87642 -0.07340
H3 4.17805 0.28274 -0.10058
C1 1.65209 -0.45281 0.10000
H4 -2.49406 1.37890 -0.90092
H5 -0.49050 2.35949 -0.18611
N2 1.86469 -2.92522 -0.23940
C2 2.21465 0.80351 0.03648
H6 -2.99017 0.96603 0.75742
C3 -1.65758 -1.62703 0.32294
H7 -3.47181 -0.06462 -0.60562
H8 -2.08950 -1.68369 1.32795
N3 -1.47521 -0.25195 -0.08132
N4 3.56402 1.02303 0.19745
C4 -0.27810 0.30543 -0.03017
N5 0.10959 1.54408 -0.10438
H9 -2.32605 -2.13058 -0.37674
C5 1.77398 -1.77676 -0.09102
C6 -2.67061 0.55701 -0.20753